No. 1
# C40H35Cl2N2O3PdSSb

A molecular structure, C40H35Cl2N2O3PdSSb (wB97M-V/def2-TZVPD, the Open Molecules 2025 dataset).

Positions of all 85 atoms, in Å:
1 Pd -1.029 0.910 0.493
2 O 0.621 -0.468 0.579
3 N 0.609 -1.099 1.720
4 C 1.353 -2.304 1.768
5 C 1.887 -2.716 2.926
6 C 1.711 -1.975 4.151
7 C 0.967 -0.809 4.109
8 C 0.390 -0.336 2.943
9 S -0.574 1.062 2.819
10 H 1.444 -2.798 0.814
11 H 2.456 -3.636 2.925
12 H 2.171 -2.313 5.066
13 H 0.793 -0.230 5.008
14 Cl -4.351 -0.033 2.584
15 C -3.548 -1.540 2.614
16 C -2.560 -1.714 3.548
17 C -1.798 -2.879 3.577
18 C -2.029 -3.912 2.661
19 C -3.025 -3.780 1.743
20 Cl -3.310 -5.044 0.612
21 C -3.845 -2.591 1.670
22 N -4.788 -2.565 0.743
23 C -5.698 -1.518 0.358
24 C -6.873 -1.357 1.072
25 C -7.760 -0.364 0.697
26 C -7.461 0.445 -0.390
27 C -6.294 0.247 -1.111
28 C -5.389 -0.750 -0.763
29 C -4.121 -0.948 -1.559
30 C -2.926 -0.345 -0.837
31 O -2.388 -0.995 0.098
32 O -2.539 0.811 -1.164
33 H -2.352 -0.909 4.238
34 H -0.999 -2.972 4.300
35 H -1.425 -4.807 2.675
36 H -4.793 -3.384 0.140
37 H -7.077 -1.997 1.921
38 H -8.680 -0.226 1.249
39 H -8.147 1.227 -0.687
40 H -6.074 0.875 -1.966
41 H -4.230 -0.465 -2.528
42 H -3.919 -2.008 -1.723
43 C 2.760 2.063 1.599
44 C 3.143 2.940 0.438
45 C 4.485 3.161 0.145
46 C 4.870 3.918 -0.951
47 C 3.912 4.469 -1.787
48 C 2.568 4.269 -1.507
49 C 2.183 3.525 -0.396
50 Sb 0.111 3.265 -0.040
51 C -0.255 4.427 1.697
52 C 0.801 5.036 2.366
53 C 0.576 5.765 3.524
54 C -0.716 5.887 4.011
55 C -1.771 5.286 3.341
56 C -1.563 4.546 2.180
57 C -2.737 3.904 1.486
58 C -0.775 4.372 -1.614
59 C -1.445 3.614 -2.573
60 C -2.058 4.229 -3.655
61 C -1.998 5.607 -3.776
62 C -1.335 6.361 -2.818
63 C -0.715 5.769 -1.721
64 C -0.034 6.643 -0.703
65 H 3.633 1.804 2.196
66 H 2.312 1.135 1.237
67 H 2.035 2.545 2.259
68 H 5.241 2.723 0.786
69 H 5.922 4.071 -1.156
70 H 4.204 5.052 -2.650
71 H 1.819 4.699 -2.162
72 H 1.810 4.956 1.975
73 H 1.403 6.239 4.036
74 H -0.906 6.457 4.912
75 H -2.780 5.396 3.722
76 H -3.676 4.315 1.855
77 H -2.764 2.823 1.667
78 H -2.713 4.060 0.404
79 H -1.506 2.537 -2.470
80 H -2.573 3.634 -4.397
81 H -2.467 6.102 -4.617
82 H -1.293 7.439 -2.922
83 H 0.113 7.646 -1.101
84 H 0.943 6.253 -0.413
85 H -0.632 6.727 0.206

As for the net charge: +1. For the orbital gap (spin up / spin down), the calculation gives 5.937 / 4.837 eV. The LUMO energy (spin up / spin down) is -2.29 / -5.89 eV. The total energy comes out at -97058.181 eV. The calculation puts the HOMO energy (spin up / spin down) at -0.30228 / -0.39404 Ha. As for the expectation value of S²: 8.82. The multiplicity is 6.

No. 2
# C81H186N10O12

12 unconnected molecules or ions with the total composition C81H186N10O12 in a non-equilibrium geometry (wB97M-V/def2-TZVPD, the Open Molecules 2025 dataset).

Positions of all 289 atoms, in Å:
1 C 6.634 6.438 7.598
2 C 6.347 4.965 7.338
3 C 5.292 4.891 6.290
4 N 4.924 3.397 5.758
5 C 6.088 2.869 4.876
6 C 5.639 1.601 4.128
7 C 4.384 1.952 3.316
8 C 3.254 2.294 4.204
9 C 3.654 3.598 4.916
10 C 4.668 2.560 7.019
11 H 7.587 6.604 8.101
12 H 5.842 6.827 8.227
13 H 6.601 6.972 6.632
14 H 5.972 4.479 8.261
15 H 7.279 4.493 7.062
16 H 5.687 5.513 5.489
17 H 4.387 5.361 6.668
18 H 6.264 3.683 4.174
19 H 6.940 2.677 5.497
20 H 6.470 1.180 3.564
21 H 5.375 0.808 4.833
22 H 4.578 2.794 2.633
23 H 4.091 1.087 2.703
24 H 2.300 2.477 3.693
25 H 3.094 1.413 4.859
26 H 3.847 4.390 4.195
27 H 2.934 4.016 5.597
28 H 4.098 3.191 7.725
29 H 5.651 2.345 7.441
30 H 4.214 1.652 6.709
31 C -3.110 -5.696 -1.096
32 C -3.062 -6.379 -2.487
33 C -4.470 -6.321 -3.083
34 N -4.647 -6.973 -4.397
35 C -5.928 -6.462 -5.034
36 C -6.159 -6.854 -6.508
37 C -4.900 -6.363 -7.333
38 C -3.746 -7.185 -6.824
39 C -3.431 -6.732 -5.329
40 C -4.741 -8.476 -4.191
41 H -3.966 -6.050 -0.536
42 H -3.212 -4.597 -1.198
43 H -2.179 -5.930 -0.571
44 H -2.726 -7.426 -2.322
45 H -2.393 -5.863 -3.177
46 H -4.703 -5.247 -3.157
47 H -5.202 -6.744 -2.404
48 H -5.943 -5.352 -4.983
49 H -6.740 -6.821 -4.383
50 H -7.051 -6.331 -6.851
51 H -6.358 -7.910 -6.550
52 H -4.819 -5.300 -7.008
53 H -5.002 -6.339 -8.427
54 H -2.771 -7.015 -7.331
55 H -4.015 -8.224 -6.979
56 H -3.219 -5.653 -5.298
57 H -2.555 -7.278 -5.003
58 H -4.949 -8.967 -5.139
59 H -5.585 -8.685 -3.519
60 H -3.822 -8.810 -3.755
61 C 0.745 2.893 -3.088
62 C -0.132 4.102 -3.177
63 C 0.820 5.162 -3.781
64 N 0.301 6.558 -3.745
65 C 1.475 7.529 -4.143
66 C 1.071 8.991 -4.092
67 C -0.121 9.158 -5.083
68 C -1.323 8.322 -4.659
69 C -0.905 6.794 -4.669
70 C -0.095 6.898 -2.311
71 H 1.139 2.533 -4.038
72 H 0.346 2.020 -2.598
73 H 1.638 3.199 -2.508
74 H -0.678 4.360 -2.243
75 H -0.926 3.935 -3.893
76 H 1.160 4.993 -4.796
77 H 1.790 5.231 -3.260
78 H 1.880 7.211 -5.100
79 H 2.191 7.350 -3.350
80 H 1.935 9.573 -4.405
81 H 0.860 9.363 -3.075
82 H 0.251 8.870 -6.087
83 H -0.450 10.192 -5.199
84 H -2.171 8.510 -5.308
85 H -1.594 8.632 -3.624
86 H -0.591 6.415 -5.648
87 H -1.713 6.162 -4.269
88 H 0.684 6.518 -1.638
89 H -1.038 6.368 -2.058
90 H -0.222 7.966 -2.215
91 C -5.199 -2.242 10.005
92 C -4.124 -3.249 9.561
93 C -3.576 -2.759 8.229
94 N -2.396 -3.634 7.590
95 C -1.854 -2.870 6.342
96 C -2.965 -2.833 5.281
97 C -3.501 -4.180 4.841
98 C -4.029 -4.946 6.031
99 C -2.935 -5.021 7.099
100 C -1.313 -3.829 8.596
101 H -5.942 -2.013 9.232
102 H -4.770 -1.258 10.201
103 H -5.781 -2.586 10.875
104 H -4.545 -4.258 9.370
105 H -3.427 -3.446 10.390
106 H -3.216 -1.735 8.227
107 H -4.325 -2.758 7.431
108 H -1.671 -1.855 6.698
109 H -0.915 -3.254 5.943
110 H -3.801 -2.221 5.599
111 H -2.575 -2.290 4.428
112 H -4.384 -4.043 4.180
113 H -2.786 -4.829 4.316
114 H -4.896 -4.439 6.511
115 H -4.388 -5.944 5.738
116 H -3.368 -5.529 7.970
117 H -2.067 -5.592 6.741
118 H -1.692 -4.281 9.517
119 H -0.943 -2.806 8.829
120 H -0.503 -4.492 8.244
121 C -1.876 -2.256 -3.772
122 C -1.338 -2.545 -2.425
123 C -0.445 -1.375 -1.981
124 N -0.166 -1.428 -0.485
125 C -1.412 -1.505 0.414
126 C -0.983 -1.394 1.903
127 C -0.144 -0.161 2.159
128 C 1.074 -0.092 1.245
129 C 0.612 -0.165 -0.213
130 C 0.657 -2.717 -0.341
131 H -2.249 -1.213 -3.768
132 H -2.745 -2.832 -4.095
133 H -1.169 -2.309 -4.598
134 H -0.716 -3.448 -2.471
135 H -2.168 -2.705 -1.756
136 H -0.981 -0.437 -2.235
137 H 0.560 -1.333 -2.396
138 H -2.015 -0.617 0.212
139 H -2.063 -2.354 0.217
140 H -1.846 -1.482 2.569
141 H -0.317 -2.223 2.154
142 H -0.770 0.740 1.995
143 H 0.192 -0.080 3.197
144 H 1.600 0.842 1.380
145 H 1.789 -0.893 1.484
146 H -0.101 0.626 -0.514
147 H 1.468 -0.163 -0.903
148 H 0.016 -3.579 -0.504
149 H 1.082 -2.770 0.661
150 H 1.428 -2.596 -1.134
151 C 1.286 -8.401 0.981
152 C 1.944 -6.994 0.785
153 C 3.319 -7.218 0.266
154 N 4.002 -5.903 -0.179
155 C 3.760 -4.858 0.885
156 C 3.489 -5.390 -1.541
157 C 4.596 -4.541 -2.071
158 C 5.921 -5.060 -1.443
159 C 5.457 -6.170 -0.522
160 H 1.877 -8.980 1.725
161 H 1.360 -9.025 0.085
162 H 0.229 -8.353 1.266
163 H 2.006 -6.449 1.712
164 H 1.305 -6.412 0.108
165 H 3.347 -7.860 -0.606
166 H 3.961 -7.682 1.013
167 H 4.202 -5.300 1.788
168 H 2.721 -4.555 1.002
169 H 4.449 -4.074 0.629
170 H 2.543 -4.901 -1.380
171 H 3.355 -6.229 -2.238
172 H 4.447 -3.522 -1.698
173 H 4.607 -4.511 -3.154
174 H 6.332 -4.269 -0.767
175 H 6.738 -5.351 -2.110
176 H 6.039 -6.220 0.386
177 H 5.397 -7.184 -0.960
178 C -4.536 2.324 -4.329
179 C -5.407 1.198 -4.937
180 C -6.314 0.708 -3.865
181 N -7.153 -0.463 -4.292
182 C -6.377 -1.717 -4.553
183 C -8.243 -0.751 -3.293
184 C -9.154 -1.696 -4.049
185 C -9.172 -1.149 -5.481
186 C -7.958 -0.188 -5.545
187 H -5.145 3.124 -3.895
188 H -3.816 2.701 -5.068
189 H -3.942 1.924 -3.497
190 H -4.784 0.394 -5.286
191 H -5.875 1.668 -5.777
192 H -7.111 1.443 -3.592
193 H -5.755 0.382 -2.987
194 H -5.548 -1.529 -5.244
195 H -6.989 -2.486 -5.000
196 H -5.927 -2.152 -3.638
197 H -7.868 -1.233 -2.421
198 H -8.656 0.216 -2.993
199 H -8.817 -2.749 -3.992
200 H -10.178 -1.710 -3.662
201 H -9.029 -1.930 -6.253
202 H -10.121 -0.656 -5.694
203 H -7.404 -0.357 -6.461
204 H -8.172 0.884 -5.496
205 C 6.642 -4.639 -6.213
206 O 6.125 -3.292 -6.094
207 C 7.021 -2.296 -6.464
208 C 6.835 -1.062 -5.507
209 N 5.460 -1.143 -4.877
210 H 5.350 -2.113 -4.611
211 H 5.477 -0.540 -4.054
212 C 4.313 -0.800 -5.729
213 C 3.063 -0.818 -4.880
214 O 2.726 -2.030 -4.212
215 C 2.112 -3.065 -4.988
216 H 7.368 -4.731 -7.024
217 H 5.756 -5.264 -6.428
218 H 7.092 -5.028 -5.294
219 H 6.851 -2.010 -7.516
220 H 8.049 -2.693 -6.394
221 H 6.942 -0.089 -6.025
222 H 7.552 -1.069 -4.677
223 H 4.239 -1.451 -6.616
224 H 4.471 0.223 -6.099
225 H 2.204 -0.483 -5.486
226 H 3.257 -0.045 -4.142
227 H 2.797 -3.563 -5.678
228 H 1.197 -2.760 -5.507
229 H 1.828 -3.774 -4.205
230 C 0.964 4.060 0.666
231 O 2.065 4.456 -0.112
232 C 3.302 3.914 0.306
233 C 4.384 4.265 -0.670
234 N 4.888 5.651 -0.468
235 H 4.211 6.451 -0.573
236 H 5.180 5.708 0.521
237 C 6.004 6.142 -1.308
238 C 5.792 7.666 -1.385
239 O 4.431 7.879 -1.194
240 C 4.116 9.305 -1.318
241 H 0.055 4.320 0.106
242 H 0.881 4.615 1.616
243 H 0.886 2.968 0.928
244 H 3.246 2.823 0.279
245 H 3.488 4.193 1.335
246 H 4.033 4.224 -1.710
247 H 5.294 3.700 -0.526
248 H 5.848 5.683 -2.302
249 H 6.988 5.822 -1.005
250 H 6.061 8.064 -2.377
251 H 6.372 8.234 -0.624
252 H 3.069 9.521 -1.067
253 H 4.413 9.643 -2.312
254 H 4.784 9.916 -0.716
255 C -0.269 8.053 7.298
256 O -1.128 7.259 6.404
257 C -2.363 7.884 6.036
258 C -2.700 7.156 4.721
259 N -2.354 5.703 4.986
260 H -1.387 5.717 5.293
261 H -2.904 5.380 5.800
262 C -2.458 4.765 3.900
263 C -2.101 3.336 4.337
264 O -0.708 3.277 4.703
265 C -0.406 2.038 5.385
266 H 0.342 8.766 6.740
267 H 0.332 7.379 7.917
268 H -0.900 8.655 7.976
269 H -2.256 8.968 5.932
270 H -3.166 7.719 6.776
271 H -2.095 7.444 3.853
272 H -3.770 7.188 4.439
273 H -1.731 5.013 3.126
274 H -3.476 4.796 3.492
275 H -2.381 2.596 3.569
276 H -2.705 3.128 5.236
277 H -0.466 1.152 4.768
278 H -1.039 1.935 6.282
279 H 0.624 2.138 5.685
280 O -4.304 -1.310 0.357
281 C -4.810 -1.475 -1.117
282 O -3.963 -1.789 -1.904
283 O -5.979 -1.099 -1.361
284 H -4.821 -0.534 0.541
285 O 3.025 -0.999 3.501
286 C 2.200 -2.224 3.461
287 O 2.029 -2.575 4.566
288 O 1.927 -2.607 2.310
289 H 3.329 -1.014 4.385

As for the net charge: +8. For the orbital gap, the calculation gives 7.158 eV. The LUMO energy is -13.32 eV. The total energy comes out at -126396.583 eV. The calculation puts the HOMO energy at -0.75237 Ha. The multiplicity is 1.

No. 3
# C5H12N3

A molecular structure, C5H12N3 in a non-equilibrium geometry (wB97M-V/def2-TZVPD, the Open Molecules 2025 dataset).

Positions of all 20 atoms, in Å:
1 C 0.344 -1.187 -1.263
2 C -0.259 -1.525 -2.554
3 C -1.997 0.130 1.916
4 C 1.960 1.855 -0.279
5 C -0.553 -0.114 2.092
6 N -0.028 -0.173 -0.604
7 N 1.098 1.314 0.716
8 N 0.333 0.391 0.494
9 H 1.146 -1.834 -0.898
10 H -1.054 -0.836 -2.826
11 H 0.515 -1.510 -3.324
12 H -0.639 -2.547 -2.529
13 H -2.443 -0.505 1.154
14 H -2.475 -0.114 2.869
15 H -2.216 1.174 1.709
16 H 2.291 1.117 -1.016
17 H 2.809 2.293 0.245
18 H 1.435 2.661 -0.799
19 H -0.242 -1.150 2.143
20 H -0.024 0.562 2.753

As for the net charge: +1. For the orbital gap, the calculation gives 10.476 eV. The LUMO energy is -3.99 eV. The total energy comes out at -9839.752 eV. The calculation puts the HOMO energy at -0.53176 Ha. The multiplicity is 1.